Record 1
Formula: C4H4N2OS
Source: the OMol25 dataset
Level of theory: ωB97M-V/def2-TZVPD

Each line ends with the Mulliken charge.
CARTESIAN COORDINATES (ANGSTROEM)
C1 -0.821 -0.275 0.843  -0.5178
C2 -1.648 -0.898 -0.117  -0.2794
C3 0.560 -0.498 0.688  0.7163
C4 1.752 0.041 0.918  -0.9191
N1 -1.053 -1.848 -0.953  -0.1083
N2 -0.390 -1.635 -2.292  0.2088
O1 -0.846 -0.847 -3.066  -0.3929
S1 0.593 -1.795 -0.590  -0.0671
H1 -1.144 0.253 1.726  0.3396
H2 -2.671 -0.869 -0.242  0.4973
H3 2.145 0.839 1.590  0.2534
H4 2.515 -0.392 0.427  0.2692

relative energy (zero: lowest compared OMol25 entry of this formula, charge and spin)	154.56	kcal per mole
E_tot	-737.5232	hartree
strongest force on any atom	5.225	eV Å⁻¹
E_LUMO (alpha / beta)	-0.07 / -0.08	eV
Kohn-Sham gap (alpha / beta)	0.29312 / 0.29307	Eh
total charge	0


Record 2
Formula: C4H4N2OS
Source: the OMol25 dataset
Level of theory: ωB97M-V/def2-TZVPD

Each line ends with the Mulliken charge.
CARTESIAN COORDINATES (ANGSTROEM)
O1 -1.484 -0.891 1.821  -0.4973
C1 -1.427 -0.373 0.707  0.6105
S1 -2.744 -0.617 -0.488  -0.2816
N1 -0.184 -0.015 0.279  0.2897
C2 0.257 0.487 -0.924  -0.1666
C3 1.627 0.537 -0.840  -0.4804
C4 1.989 0.126 0.462  -0.1091
N2 0.955 -0.113 1.239  -0.5955
H1 -3.831 -0.473 0.580  0.2147
H2 -0.349 0.519 -1.777  0.3403
H3 2.076 0.866 -1.746  0.3668
H4 3.116 -0.054 0.686  0.3085

relative energy (zero: lowest compared OMol25 entry of this formula, charge and spin)	50.09	kcal per mole
E_tot	-737.6896	hartree
strongest force on any atom	4.573	eV Å⁻¹
E_LUMO	-0.01	eV
SMILES	O=C(S)n1cccn1
Kohn-Sham gap	0.35884	Eh
total charge	0


Record 3
Formula: C4H4N2OS
Source: the OMol25 dataset
Level of theory: ωB97M-V/def2-TZVPD

Each line ends with the Mulliken charge.
CARTESIAN COORDINATES (ANGSTROEM)
C1 -3.419 -0.050 -0.187  -0.6958
C2 -2.345 -0.764 0.132  -0.2380
C3 -0.984 -0.228 0.062  0.6423
N1 0.106 -0.947 0.011  -0.4680
C4 1.147 -0.047 -0.003  0.2577
S1 2.753 -0.317 -0.058  -0.3509
O1 0.655 1.240 0.054  -0.2299
N2 -0.731 1.121 0.000  -0.0855
H1 -4.413 -0.476 -0.163  0.2737
H2 -3.331 0.999 -0.534  0.2642
H3 -2.396 -1.824 0.445  0.3383
H4 -1.162 1.769 0.647  0.2918

relative energy (zero: lowest compared OMol25 entry of this formula, charge and spin)	52.37	kcal per mole
E_tot	-737.6860	hartree
strongest force on any atom	0.937	eV Å⁻¹
E_LUMO	-0.68	eV
SMILES	C=Cc1nc(=S)o[nH]1
Kohn-Sham gap	0.29074	Eh
total charge	0


Record 4
Formula: C4H4N2S
Source: the OMol25 dataset
Level of theory: ωB97M-V/def2-TZVPD

Each line ends with the Mulliken charge.
CARTESIAN COORDINATES (ANGSTROEM)
C1 0.502 1.304 -1.923  -0.0508
C2 0.030 -1.860 1.248  0.2341
C3 -0.874 0.383 0.910  -1.0413
C4 -0.421 -0.879 0.258  0.3918
N1 1.673 1.445 -2.030  -0.3104
N2 0.158 -2.452 2.256  -0.3754
S1 -0.429 -1.234 -1.341  -0.1934
H1 -1.669 0.280 1.625  0.3699
H2 -1.168 1.129 0.199  0.3624
H3 -0.056 0.824 1.589  0.3039
H4 2.253 1.060 -2.791  0.3093

relative energy (zero: lowest compared OMol25 entry of this formula, charge and spin)	77.04	kcal per mole
E_tot	-662.4029	hartree
strongest force on any atom	2.910	eV Å⁻¹
E_LUMO	-1.37	eV
Kohn-Sham gap	0.28697	Eh
total charge	0


Record 5
Formula: C4H4N2S
Source: the OMol25 dataset
Level of theory: ωB97M-V/def2-TZVPD

Each line ends with the Mulliken charge.
CARTESIAN COORDINATES (ANGSTROEM)
C1 1.626 0.743 -0.018  -0.4362
C2 0.294 -1.049 -0.015  0.4060
C3 -1.160 0.552 0.015  -0.6725
C4 0.194 0.327 -0.047  0.1760
H1 2.044 1.226 -0.854  0.3056
H2 1.946 1.232 0.900  0.2608
H3 -2.681 -0.972 0.040  0.2198
H4 -1.789 1.430 0.019  0.4103
N1 -0.854 -1.717 -0.003  -0.8509
N2 -1.703 -0.708 -0.033  0.3388
S1 2.083 -1.064 -0.004  -0.1577

relative energy (zero: lowest compared OMol25 entry of this formula, charge and spin)	46.99	kcal per mole
E_tot	-662.4507	hartree
strongest force on any atom	2.295	eV Å⁻¹
E_LUMO	0.84	eV
Kohn-Sham gap	0.33716	Eh
total charge	0


Record 6
Formula: C4H4N2S
Source: the OMol25 dataset
Level of theory: ωB97M-V/def2-TZVPD

Each line ends with the Mulliken charge.
CARTESIAN COORDINATES (ANGSTROEM)
C1 -1.892 0.591 1.175  0.5698
C2 1.056 -0.465 -0.627  0.0721
C3 1.268 0.830 -0.162  -0.3034
C4 -0.084 -1.178 -0.820  -0.6213
N1 -2.891 0.115 0.856  -0.5183
N2 -0.894 1.277 1.530  -0.4632
S1 0.517 1.805 1.007  0.2335
H1 1.955 -1.059 -0.918  0.2337
H2 2.166 1.295 -0.464  0.3260
H3 -1.191 -0.915 -0.664  0.2718
H4 -0.010 -2.297 -0.913  0.1992

relative energy (zero: lowest compared OMol25 entry of this formula, charge and spin)	87.76	kcal per mole
E_tot	-662.3858	hartree
strongest force on any atom	4.731	eV Å⁻¹
E_LUMO (alpha / beta)	-1.76 / -1.78	eV
Kohn-Sham gap (alpha / beta)	0.25469 / 0.25372	Eh
total charge	0


Record 7
Formula: C4H4N3
Source: the OMol25 dataset
Level of theory: ωB97M-V/def2-TZVPD

Each line ends with the Mulliken charge.
CARTESIAN COORDINATES (ANGSTROEM)
C1 1.341 -0.888 2.845  0.6171
C2 2.057 0.019 1.249  -0.0712
C3 -1.320 0.131 -0.007  -0.5817
C4 -0.011 -0.205 -0.158  0.1682
N1 2.430 -0.380 2.456  -0.2955
N2 0.278 -1.086 2.236  -0.3626
N3 0.755 -0.298 0.946  0.1908
H1 2.774 0.551 0.722  0.4562
H2 -2.094 0.241 -0.825  0.2767
H3 -1.668 0.539 0.924  0.2797
H4 0.490 -0.449 -1.154  0.3221

relative energy (zero: lowest compared OMol25 entry of this formula, charge and spin)	112.62	kcal per mole
E_tot	-318.5851	hartree
strongest force on any atom	4.959	eV Å⁻¹
E_LUMO (alpha / beta)	-8.83 / -8.81	eV
Kohn-Sham gap (alpha / beta)	0.23158 / 0.23243	Eh
total charge	+1


Record 8
Formula: C4H4N3O3
Source: the OMol25 dataset
Level of theory: ωB97M-V/def2-TZVPD

Each line ends with the Mulliken charge.
CARTESIAN COORDINATES (ANGSTROEM)
H1 -0.836 1.902 -0.861  0.2311
N1 -1.292 1.968 0.114  -0.2852
N2 -2.090 1.073 0.272  -0.0493
C1 -2.129 -0.220 -0.148  0.2786
O1 -3.206 -0.685 -0.577  -0.6733
C2 -1.117 -1.107 0.209  -0.2026
C3 0.280 -1.079 0.424  -0.2022
N3 0.993 0.100 0.169  -0.4537
C4 2.355 0.009 -0.038  0.6007
O2 3.039 -0.996 -0.061  -0.6463
O3 2.746 1.308 -0.313  -0.5646
H2 -1.579 -2.094 0.442  0.2262
H3 0.918 -1.974 0.434  0.3235
H4 1.917 1.795 -0.066  0.4171

relative energy (zero: lowest compared OMol25 entry of this formula, charge and spin)	100.72	kcal per mole
E_tot	-544.7985	hartree
strongest force on any atom	4.831	eV Å⁻¹
E_LUMO	3.56	eV
SMILES	[H]\N=N/C([O-])=C\C=N\C(=O)O
Kohn-Sham gap	0.28172	Eh
total charge	-1


Record 9
Formula: C4H4N4
Source: the OMol25 dataset
Level of theory: ωB97M-V/def2-TZVPD

Each line ends with the Mulliken charge.
CARTESIAN COORDINATES (ANGSTROEM)
C1 -3.694 0.831 -0.047  0.2259
C2 -0.367 -0.125 0.062  -0.0256
C3 -0.423 -1.462 -0.087  -0.2358
C4 -2.969 -0.294 -0.013  0.4435
N1 -4.176 1.887 -0.104  -0.4549
N2 -1.619 -2.167 0.008  -0.9514
N3 -2.608 -1.436 0.080  0.4319
N4 0.609 0.758 -0.310  -0.4410
H1 -1.232 0.412 0.432  0.1673
H2 0.412 -2.097 -0.328  0.3767
H3 0.744 1.554 0.293  0.2383
H4 1.484 0.318 -0.576  0.2250

relative energy (zero: lowest compared OMol25 entry of this formula, charge and spin)	104.73	kcal per mole
E_tot	-373.6780	hartree
strongest force on any atom	1.467	eV Å⁻¹
E_LUMO	-0.98	eV
Kohn-Sham gap	0.25535	Eh
total charge	0


Record 10
Formula: C4H4N4
Source: the OMol25 dataset
Level of theory: ωB97M-V/def2-TZVPD

Each line ends with the Mulliken charge.
CARTESIAN COORDINATES (ANGSTROEM)
C1 -0.270 1.827 -0.069  -0.4515
N1 0.498 1.896 1.021  -0.6241
N2 0.877 0.613 1.419  0.0135
C2 0.340 -0.294 0.419  0.3483
C3 0.330 -1.569 -0.128  -0.8948
N3 -0.548 -1.467 -1.151  0.2893
N4 -1.023 -0.251 -1.394  -0.8752
C4 -0.483 0.480 -0.453  0.7890
H1 -0.614 2.764 -0.628  0.3556
H2 1.366 0.683 2.396  0.2953
H3 0.708 -2.498 0.115  0.4889
H4 -1.179 -2.183 -1.546  0.2658

relative energy (zero: lowest compared OMol25 entry of this formula, charge and spin)	51.26	kcal per mole
E_tot	-373.7632	hartree
strongest force on any atom	3.528	eV Å⁻¹
E_LUMO	0.96	eV
SMILES	c1n[nH]c2c[nH]nc12
Kohn-Sham gap	0.34502	Eh
total charge	0


Record 11
Formula: C4H4N4
Source: the OMol25 dataset
Level of theory: ωB97M-V/def2-TZVPD

Each line ends with the Mulliken spin population.
CARTESIAN COORDINATES (ANGSTROEM)
C1 -1.361 0.257 -0.119  -0.0285
C2 1.310 0.191 -0.136  -0.0284
C3 -2.559 -0.189 0.242  0.2683
C4 2.538 -0.151 0.288  0.3280
N1 -0.638 1.343 0.078  0.5573
N2 -0.533 -0.717 -1.169  0.1541
N3 0.625 1.335 0.097  0.5467
N4 0.652 -0.659 -1.065  0.1850
H1 -3.014 -1.014 -0.273  0.0028
H2 -3.067 0.228 1.093  0.0044
H3 3.035 -1.011 -0.124  0.0034
H4 3.011 0.387 1.088  0.0069

relative energy (zero: lowest compared OMol25 entry of this formula, charge and spin)	44.15	kcal per mole
⟨S²⟩	2.05
E_tot	-373.6331	hartree
strongest force on any atom	2.412	eV Å⁻¹
multiplicity	3
E_LUMO (alpha / beta)	0.01 / -2.31	eV
Kohn-Sham gap (alpha / beta)	0.26738 / 0.24791	Eh
total charge	0


Record 12
Formula: C4H4N4O2
Source: the OMol25 dataset
Level of theory: ωB97M-V/def2-TZVPD

Each line ends with the Mulliken charge.
CARTESIAN COORDINATES (ANGSTROEM)
C1 -3.056 -0.465 -2.790  -0.1660
C2 1.324 1.089 0.556  0.5940
C3 -0.279 -0.090 1.398  0.4867
C4 0.119 -1.993 0.159  -0.5352
N1 -3.289 -1.365 -2.098  -0.1642
N2 1.358 0.000 -0.196  -0.8840
N3 0.322 -0.751 0.291  0.7019
N4 2.034 2.229 0.375  -0.3439
O1 -1.152 -0.393 2.066  -0.3820
O2 0.407 1.073 1.552  -0.3700
H1 -3.192 -2.132 -1.432  0.3291
H2 0.771 -2.356 -0.520  0.2943
H3 2.622 2.167 -0.365  0.2259
H4 2.012 2.987 1.004  0.2134

relative energy (zero: lowest compared OMol25 entry of this formula, charge and spin)	83.08	kcal per mole
E_tot	-524.1777	hartree
strongest force on any atom	4.169	eV Å⁻¹
E_LUMO	0.28	eV
Kohn-Sham gap	0.33974	Eh
total charge	0